Entry 1:
C21H32AsBrN2O2SiTc as an isolated structure at a distorted geometry. Source: the Open Molecules 2025 dataset; level of theory: wB97M-V/def2-TZVPD.

Atoms and positions in Å:
Tc -0.05429 -1.03190 -0.98378
Br 3.10487 -2.67640 -0.93131
C 2.82598 -1.14827 0.11186
C 3.79528 -0.73180 0.99048
C 3.61473 0.46082 1.70493
C 2.50886 1.23323 1.45073
C 1.56602 0.76492 0.52935
N 1.66682 -0.47694 -0.07010
C 0.48859 1.53516 0.01471
O 0.30424 2.77285 0.50489
O -0.25483 1.11719 -0.92579
H 4.68812 -1.32726 1.11123
H 4.36452 0.78452 2.41310
H 2.36187 2.19169 1.92710
C 0.62926 5.65368 1.38236
C -0.79319 5.37079 0.90018
As -0.96033 3.81650 -0.21496
C -0.48545 4.12118 -2.04905
C 0.92663 4.67714 -2.22075
C -2.65964 2.95329 0.01939
C -2.78032 2.27753 1.38319
H 0.61843 6.57005 1.97008
H 1.32514 5.79486 0.55758
H 0.99991 4.85190 2.01669
H -1.18970 6.18945 0.29409
H -1.48115 5.22158 1.73334
H -1.24534 4.81388 -2.42107
H -0.62744 3.16703 -2.55535
H 1.02487 5.67304 -1.79151
H 1.14718 4.75579 -3.28402
H 1.67781 4.02660 -1.77287
H -2.77503 2.25562 -0.80767
H -3.39686 3.75150 -0.10195
H -2.05831 1.46918 1.49745
H -3.77738 1.85133 1.48124
H -2.64284 2.98022 2.20480
C -2.41906 -4.84435 -1.19860
Si -1.28329 -3.47899 -1.70215
C -2.26615 -1.90871 -2.09758
C -0.14554 -3.93803 -3.09187
N -0.26840 -2.80652 -0.37963
C 0.22502 -3.46639 0.75236
C 0.43913 -4.84753 0.72015
C 0.98638 -5.48875 1.81587
C 1.29672 -4.77095 2.96470
C 1.05654 -3.40355 3.01382
C 0.52923 -2.75028 1.91406
H -3.23087 -4.91942 -1.92718
H -2.86493 -4.67218 -0.21744
H -1.90999 -5.80843 -1.18071
H -2.55484 -1.92091 -3.14991
H -1.84212 -0.88312 -1.95896
H -3.17037 -1.88625 -1.48754
H -0.70880 -4.33152 -3.94145
H 0.55397 -4.71551 -2.77533
H 0.44351 -3.08784 -3.44346
H 0.20993 -5.41033 -0.17611
H 1.16867 -6.55414 1.77655
H 1.71113 -5.27955 3.82431
H 1.27102 -2.84813 3.91715
H 0.31612 -1.68857 1.96038

## Properties
2S+1 = 2
<S²> = 1.0522
Charge = +2
Highest occupied orbital energy (spin up / spin down) = -12.71 / -13.10 eV
Kohn-Sham gap (spin up / spin down) = 5.42 / 5.71 eV



Entry 2:
C19H10N4O2S2Sc as an isolated structure. Source: the Open Molecules 2025 dataset; level of theory: wB97M-V/def2-TZVPD.

Atoms and positions in Å:
Sc -0.12707 0.22722 -0.11028
O -3.44356 1.32887 -2.17748
C -2.84283 1.19504 -1.15187
O -1.60571 0.65219 -1.14080
C -3.41180 1.59128 0.18488
C -4.75327 1.97679 0.12981
C -5.44975 2.36361 1.25754
C -4.79960 2.37895 2.48121
C -3.46884 2.00861 2.55952
C -2.75850 1.60961 1.42793
S -1.05002 1.19957 1.80785
H -5.23333 1.95856 -0.83837
H -6.48924 2.65077 1.18103
H -5.32299 2.68039 3.37886
H -2.95896 2.02670 3.51332
S 6.71209 -3.24242 -0.71987
N 6.30277 -1.70949 -0.98240
C 5.00480 -1.61620 -0.74055
C 4.21048 -0.40845 -0.84693
C 4.74488 0.82984 -1.21676
C 3.91799 1.92655 -1.28589
C 2.57027 1.76515 -0.98374
N 2.04684 0.59305 -0.63378
C 2.84948 -0.49510 -0.56256
C 2.23731 -1.77174 -0.16722
N 0.90853 -1.77901 0.09180
C 0.32628 -2.91486 0.46733
C 1.02521 -4.10938 0.60353
C 2.37469 -4.11738 0.33878
C 3.00181 -2.93092 -0.05450
C 4.41738 -2.84255 -0.35350
N 5.28113 -3.84404 -0.29934
H 5.80156 0.89961 -1.43992
H 4.29207 2.90011 -1.56616
H 1.89094 2.60830 -1.02410
H -0.73697 -2.87181 0.67128
H 0.50437 -5.00363 0.91252
H 2.96644 -5.01911 0.42834

## Properties
Charge = +1
Highest occupied orbital energy = -10.99 eV
Kohn-Sham gap = 6.41 eV



Entry 3:
A 2-piece molecular cluster, C4H9O overall at a distorted geometry. Source: the Open Molecules 2025 dataset; level of theory: wB97M-V/def2-TZVPD.

Atoms and positions in Å:
C -2.20331 1.29901 -0.40901
O -1.87610 0.07640 0.09679
H -2.72100 2.02580 0.38464
H -2.94481 1.25388 -1.23382
H -1.39861 1.88477 -0.97592
C 0.28796 -1.10801 -0.31307
C 1.23274 -0.39389 0.57792
C 2.56697 -0.50294 0.63891
H -0.59293 -1.29427 0.38734
H 0.77798 -2.05737 -0.57567
H 0.04106 -0.52699 -1.23575
H 0.70979 0.30976 1.34263
H 3.08815 -0.16388 1.55543
H 3.03210 -0.80227 -0.24042

## Properties
Charge = -1
Highest occupied orbital energy = -2.25 eV
Kohn-Sham gap = 6.38 eV



Entry 4:
A 2-piece molecular cluster, C2H6O3S2 overall at a distorted geometry. Source: the Open Molecules 2025 dataset; level of theory: wB97M-V/def2-TZVPD.

Atoms and positions in Å:
C 1.41959 -1.32125 0.82260
C 1.83890 -0.77003 1.89062
O 0.23333 1.83000 -1.20292
O -1.91219 1.27135 0.02212
O -2.83864 -0.12365 -1.87979
S -1.30544 -0.67783 -1.88131
S -0.65229 0.74080 -0.35621
H 1.76523 -1.11621 -0.23065
H -0.35086 2.54862 -1.70469
H 0.70210 -2.05583 0.97937
H 1.43517 -0.94917 2.87227
H 2.55636 -0.05528 1.80520
H -2.89125 0.67846 -1.13662

## Properties
Highest occupied orbital energy = -8.81 eV
Kohn-Sham gap = 9.12 eV



Entry 5:
C3H3FO3Rb as an isolated structure at a distorted geometry. Source: the Open Molecules 2025 dataset; level of theory: wB97M-V/def2-TZVPD.

Atoms and positions in Å:
C 1.50653 0.27979 0.45718
C 0.33729 1.09989 0.82648
F 1.98811 -0.51729 1.43863
H 2.05624 0.28945 -0.48369
H 0.14306 1.84252 0.04431
H 0.40305 1.48260 1.85145
O -0.92879 0.15543 0.88333
C -1.11523 -0.60220 -0.20376
O -2.26968 -1.00435 -0.46811
O -0.15315 -0.62751 -1.05487
Rb -1.96744 -2.39831 -3.29095

## Properties
2S+1 = 2
<S²> = 0.7544
Highest occupied orbital energy (spin up / spin down) = -6.33 / -7.73 eV
Kohn-Sham gap (spin up / spin down) = 5.28 / 6.67 eV



Entry 6:
A single C4H9NO2 molecule at a distorted geometry. Source: the Open Molecules 2025 dataset; level of theory: wB97M-V/def2-TZVPD.

Atoms and positions in Å:
C -1.12777 0.36610 1.80985
C -1.76432 0.37068 0.51389
O -2.78688 0.98931 0.14797
N -1.01236 -0.23933 -0.49609
C 0.39627 -0.79880 -0.42744
C 1.26742 0.05036 -1.25888
O 2.66188 0.00648 -0.84498
H -0.08023 0.76436 1.92268
H -1.06741 -0.65465 2.29516
H -1.66794 1.03798 2.47692
H -1.71417 -0.88941 -0.98683
H 0.53993 -1.81679 -0.83362
H 0.79594 -0.59807 0.59410
H 1.28951 0.07527 -2.32239
H 1.19626 1.07274 -0.90762
H 3.07387 0.26379 -1.68272

## Properties
SMILES = CC(=O)NCCO
Highest occupied orbital energy = -9.77 eV
Kohn-Sham gap = 10.53 eV